# 1
Density functional theory data (the ωB97M-V functional and the def2-TZVPD basis) for C23H22N2O2Ta as an isolated structure.

Structure (XYZ):
```
50
Properties=species:S:1:pos:R:3:forces:R:3:mulliken_charge:R:1
C 5.26103 -0.70588 -0.34168 0.0 0.0 0.0 -0.50
H -1.39851 -3.99131 -1.95624 0.0 0.0 0.0 0.52
H 0.25188 2.09789 3.02467 0.0 0.0 0.0 0.68
C -1.30361 0.72592 2.44271 -0.1 0.0 0.0 -0.96
C 0.53678 1.81983 -2.15376 0.0 0.0 0.0 -0.40
C -3.18971 -4.49385 -0.85322 0.0 0.0 0.0 -0.42
H 0.52422 0.16349 -3.53592 0.0 0.0 0.0 0.43
H 1.57122 2.07386 -2.35810 0.0 0.0 0.0 0.63
O 1.63092 -0.59769 -0.54634 -0.3 0.1 -0.1 -0.60
H -0.34247 4.44447 -0.14199 0.0 0.0 0.0 0.39
C 2.02100 1.14614 1.55975 0.0 0.0 0.0 0.32
H -1.86129 -0.41951 -3.10608 0.0 0.0 0.0 0.43
C 0.41183 3.82104 -0.61804 0.0 0.0 0.1 -1.73
C -2.08946 -3.70279 -1.17602 0.0 0.0 0.0 -0.71
C -0.22564 1.73697 2.11449 0.0 0.0 0.0 -0.70
H 4.59869 1.45858 2.17547 0.0 0.0 0.0 0.46
C 3.11704 0.54025 0.89869 0.0 -0.1 -0.1 0.54
C -2.12420 1.14120 -1.63717 0.0 -0.1 0.0 -0.36
H -3.15374 0.88154 -1.42114 0.0 0.0 0.0 0.51
H 0.91408 4.41135 -1.38539 0.0 0.0 0.0 0.46
H 3.79964 -1.67877 -1.60632 0.0 0.0 0.0 0.54
C -2.76138 -2.16135 0.58638 0.0 0.0 0.0 0.57
H 6.50380 0.35507 1.05341 0.0 0.0 0.0 0.46
H -2.24000 1.22544 2.69248 0.0 0.0 0.0 0.51
N -1.49476 -0.16982 1.26555 0.0 0.1 0.0 -0.11
C -1.51792 2.20446 -0.95782 0.0 0.1 0.0 -0.22
N 0.75081 1.06487 1.23770 0.0 0.0 0.0 -0.11
C 2.92401 -0.35366 -0.17309 0.1 0.1 0.1 0.45
C -1.39811 0.40462 -2.57831 0.0 0.1 -0.1 -0.83
C -3.85730 -2.99635 0.89712 0.0 0.0 0.0 -0.85
H -3.35668 -5.40882 -1.40720 0.0 0.0 0.0 0.46
Ta -0.13464 -0.03523 -0.38637 0.3 0.0 0.1 1.68
C -0.05607 0.74356 -2.82752 0.0 0.0 0.0 -0.39
C -4.07309 -4.14420 0.17170 0.0 0.0 0.0 -0.85
H 2.26009 1.73912 2.44186 0.0 0.0 0.0 0.44
O -0.84912 -1.71988 -0.71686 0.0 -0.1 0.0 -0.59
H -4.52100 -2.72510 1.70911 0.0 0.0 0.0 0.46
C 4.43091 0.78424 1.34453 0.0 0.0 0.0 -0.92
H 6.10057 -1.19363 -0.82025 0.0 0.0 0.0 0.46
H -1.00254 0.10614 3.28737 0.0 0.0 0.0 0.53
H 1.16890 3.55596 0.12354 0.0 0.0 0.0 0.36
H -2.10015 2.77406 -0.24288 0.0 0.0 0.0 0.60
C 3.97262 -0.98195 -0.79769 0.0 0.0 0.0 -0.62
H -4.91292 -4.78514 0.39978 0.0 0.0 0.0 0.46
H -3.08815 -0.93763 2.29612 0.0 0.0 0.0 0.53
H -0.62923 2.60741 1.59380 0.0 0.0 0.0 0.03
C 5.49291 0.16892 0.71920 0.0 0.0 0.0 -0.84
C -0.19349 2.60259 -1.23743 0.0 0.0 0.0 1.00
C -2.46569 -1.05227 1.40907 0.0 0.0 -0.1 0.15
C -1.90207 -2.54420 -0.46165 -0.1 0.0 0.0 0.64
```
Forces are in eV/Å.

As for the total charge: +3. As for the LUMO energy: -11.187 eV. As for the energy above the lowest of the compared OMol25 structures with the same formula, charge and spin: 0.0 kJ/mol. The total energy is -32810.8027 eV. The value obtained for the highest occupied orbital energy is -18.04 eV.

# 2
Density functional theory data (the ωB97M-V functional and the def2-TZVPD basis) for C6H19FeN2O2P as an isolated structure.

Structure (XYZ):
```
31
Properties=species:S:1:pos:R:3:forces:R:3:mulliken_charge:R:1
C -1.79178 -0.91295 -0.13688 -0.4 -0.6 0.4 0.11
C 1.47401 -1.02804 -2.91293 0.0 -0.2 0.2 -1.23
H 1.77808 0.83535 3.34233 -0.1 0.0 0.2 0.28
H 1.23125 -3.47140 -0.22425 -0.8 -0.4 -0.2 -0.03
H 1.22047 -2.05746 -2.63377 0.0 0.2 -0.1 0.33
C 1.36218 0.91135 4.34630 0.1 0.1 0.4 -0.78
H -0.59260 0.56913 5.15791 0.1 -0.2 0.5 0.20
H -1.43076 -1.47851 -3.06118 0.1 0.3 0.2 0.37
H 1.77222 1.95226 -2.54132 -0.2 0.0 -0.2 0.35
H -2.58599 -0.25189 2.47683 0.1 0.1 0.2 0.19
N -2.05721 0.02703 3.29236 0.6 0.4 0.5 -0.32
H 1.50498 1.92891 4.72851 -0.1 -0.2 -0.2 0.31
H -0.97458 1.34068 -1.25390 -0.5 0.7 -1.2 0.12
H -2.12221 0.17930 -2.93779 0.3 -0.2 0.0 0.32
H 1.89828 0.23164 5.01737 -0.1 0.1 -0.2 0.29
H -2.44543 -0.03966 4.22637 -0.2 -0.3 -0.5 0.19
C 0.78914 1.70263 -2.95675 -0.2 0.3 0.3 -1.09
O -2.42544 -1.85501 0.14078 0.6 0.9 -0.4 -0.34
H 1.52025 -0.94771 -4.00411 0.0 -0.1 0.2 0.39
N -0.05373 0.54376 4.31717 0.0 0.2 -1.2 -0.21
Fe -0.82049 1.06220 0.26779 -0.8 -0.7 0.1 0.03
P 0.22746 0.13395 -2.27578 -0.1 -0.6 0.3 0.72
H 0.07075 2.49016 -2.70148 0.3 -0.2 -0.2 0.37
O -0.25645 0.68141 2.01855 0.1 -0.6 3.2 -0.54
H 1.85145 -3.15269 -0.04747 0.8 0.4 0.2 0.03
H -1.01091 -0.23913 -4.26388 0.0 0.0 0.1 0.45
C -0.76874 0.42299 3.18776 0.2 0.3 -1.4 0.75
H 2.44803 -0.78521 -2.47946 -0.1 0.0 -0.1 0.40
H 0.59284 0.04479 -0.84976 0.4 -0.2 -0.5 0.05
C -1.23577 -0.40769 -3.19919 -0.4 0.1 -0.5 -1.13
H 0.83069 1.56982 -4.04009 0.2 0.1 0.1 0.41
```
Forces are in eV/Å.

As for the total charge: +1. As for the expectation value of S²: 8.7634. As for the LUMO energy (alpha / beta): -2.890 / -4.048 eV. As for the multiplicity: 6. The total energy is -57271.1572 eV. The value obtained for the highest occupied orbital energy (alpha / beta) is -7.88 / -13.04 eV.

# 3
Density functional theory data (the ωB97M-V functional and the def2-TZVPD basis) for one molecule with the formula C4H7N2P.

Structure (XYZ):
```
14
Properties=species:S:1:pos:R:3:forces:R:3:mulliken_charge:R:1
C 1.06413 -1.33702 -0.07746 -5.1 1.5 1.3 -0.56
H -1.90070 1.11898 -1.37051 -0.3 0.0 -0.4 0.24
H 1.80696 1.83104 0.47339 2.2 3.0 0.5 0.45
H -0.39013 -2.10424 1.07408 -1.0 -0.7 1.6 0.25
N -0.57318 -1.40767 0.41177 5.9 -0.2 -2.7 -0.30
H 2.66865 -0.37004 -0.35164 2.4 0.7 -0.5 0.36
H -2.99081 -0.18881 -1.19005 0.1 0.4 0.1 0.22
P -1.46074 -0.02319 0.56438 -1.0 0.5 0.9 0.01
C -0.18453 1.28856 0.60965 1.3 0.6 -0.3 -0.34
H 1.49309 -2.23284 -0.39528 0.2 -1.4 -0.4 0.40
H -0.29321 2.31358 0.96839 -1.1 -0.3 0.0 0.35
C 1.70195 -0.18564 -0.04755 -2.1 -0.1 0.3 -0.15
C 1.12562 1.10938 0.35425 -2.2 -4.0 -0.6 -0.42
N -2.06710 0.18790 -1.02342 0.6 0.1 0.2 -0.51
```
Forces are in eV/Å.

As for the total charge: 0. Its SMILES is NP1C=CC=CN1. As for the LUMO energy: 0.712 eV. As for the energy above the lowest of the compared OMol25 structures with the same formula, charge and spin: 134.1 kJ/mol. The total energy is -16528.4195 eV. The value obtained for the highest occupied orbital energy is -7.93 eV.

# 4
Density functional theory data (the ωB97M-V functional and the def2-TZVPD basis) for C10H15CaCl2N5O8 as an isolated structure.

Structure (XYZ):
```
41
Properties=species:S:1:pos:R:3:forces:R:3:mulliken_charge:R:1
C 4.00419 -4.85109 2.57099 -0.2 0.0 -0.4 0.31
O -2.39890 -1.23391 -6.42864 0.0 1.7 -1.2 -0.61
O -1.37540 -2.72960 -5.03347 0.0 -0.5 0.8 -0.65
N 3.49829 -3.95706 2.03271 0.8 -1.0 0.7 -0.39
H -3.56453 5.86490 -4.73308 -0.1 0.4 0.0 0.26
Ca -0.12442 -0.08933 0.24676 -0.4 -0.5 -0.3 1.77
H -1.93033 6.53942 -4.89058 0.1 -0.3 0.1 0.26
N -4.22046 1.14740 4.05699 -4.7 0.7 2.5 -0.42
H 6.11435 -1.16429 -5.34905 -0.1 0.1 0.0 0.26
C 5.05680 -1.06356 -5.59305 0.0 0.4 -0.2 -0.71
H 4.86409 -6.91311 2.84314 0.0 0.6 -0.4 0.28
O -3.07289 -1.31539 -4.16989 0.0 -0.8 -0.5 -0.67
C 4.80263 5.85991 3.64560 0.3 -0.8 1.0 -0.74
C -2.74814 6.34769 -4.19594 0.1 -0.2 0.1 -0.70
C 4.51068 -6.01960 3.35779 -0.8 0.8 0.6 -0.72
C -6.53422 1.53149 5.35487 0.8 -0.1 -1.1 -0.64
H 4.94231 -0.41001 -6.45784 0.2 -0.2 -0.2 0.25
Cl -2.64217 -2.10520 -5.34298 0.4 -0.1 0.2 1.62
Cl -3.33444 -5.70771 2.08801 -1.2 -0.4 0.0 1.58
C -5.25542 1.30140 4.63901 4.6 -0.5 -1.9 0.29
O -2.55268 -4.79386 1.32186 2.0 1.0 -0.8 -0.63
H 5.59290 5.46531 4.28424 0.1 -0.2 0.1 0.26
O -3.60908 -3.07405 -5.77942 -0.2 0.0 1.1 -0.60
C 3.97185 4.69943 3.26079 -0.1 -0.2 -0.6 0.30
H -6.41052 2.09061 6.28233 0.1 -0.2 -0.1 0.27
H -3.00842 7.31749 -3.77187 -0.3 -0.2 0.0 0.26
H 5.36077 6.39037 2.87411 -0.7 -0.1 -0.3 0.29
N 3.79904 0.16070 -3.68782 -1.3 1.2 1.9 -0.35
H 5.21988 -5.68067 4.11293 0.3 0.0 -0.4 0.26
O -4.68392 -5.18307 1.93863 0.0 -0.6 1.1 -0.61
O -2.85702 -5.72895 3.46692 -0.7 0.0 -0.9 -0.62
N 3.33885 3.77484 2.97592 0.5 0.9 0.3 -0.37
H 4.23643 6.50139 4.32089 -0.1 0.3 -0.4 0.26
H -6.99206 0.55113 5.48670 -0.2 0.2 0.2 0.26
O -3.25767 -7.02716 1.50236 0.1 0.4 0.5 -0.60
C 4.33980 -0.38537 -4.51450 1.2 -1.6 -1.7 0.28
C -2.33720 5.42255 -3.13456 0.2 0.5 -0.5 0.28
H 3.65281 -6.32431 3.95721 -0.2 -0.2 -0.1 0.26
N -1.96441 4.70355 -2.32705 0.1 -0.4 0.4 -0.36
H 4.65872 -2.04593 -5.84716 -0.2 0.1 0.3 0.28
H -7.09007 2.13364 4.63616 -0.5 -0.1 0.3 0.24
```
Forces are in eV/Å.

As for the total charge: 0. As for the LUMO energy: -5.644 eV. As for the energy above the lowest of the compared OMol25 structures with the same formula, charge and spin: 193.4 kJ/mol. The total energy is -77903.0356 eV. The value obtained for the highest occupied orbital energy is -7.87 eV.

# 5
Density functional theory data (the ωB97M-V functional and the def2-TZVPD basis) for C24H69HfN5O9 as an isolated structure.

Structure (XYZ):
```
108
Properties=species:S:1:pos:R:3:forces:R:3:mulliken_charge:R:1
C -1.85780 -2.58277 2.02475 -1.0 -3.6 0.9 0.43
H -0.26035 -0.50719 4.51015 -0.1 0.0 -0.1 0.51
H 1.43662 0.71673 5.53910 1.4 0.7 -0.2 0.40
H -0.17317 -0.01566 -3.33094 0.1 0.0 0.4 -0.03
H -1.94362 -2.40308 4.19807 -0.2 -0.1 0.2 0.56
H 3.44512 0.82961 1.73105 0.0 -0.3 0.9 0.26
C 1.06467 1.17837 4.62442 -2.6 -0.2 -1.2 -0.90
C -1.61393 -1.60057 -4.84604 -0.9 -1.0 0.1 -0.75
C 2.60747 -3.66040 4.62905 0.2 0.6 -0.4 -0.41
C 1.87946 3.94556 -3.70338 -1.4 0.3 -0.3 1.14
C -0.01296 1.22815 -0.38144 -1.1 0.3 -0.2 0.35
C -5.21821 2.56842 2.58541 0.9 -0.5 -1.4 -0.97
H -6.05928 3.14952 2.20723 -0.5 -0.5 -0.3 0.52
H 2.49166 4.77775 -5.69228 -0.4 0.3 0.0 0.46
H -2.38024 1.81537 1.13236 0.5 0.2 -0.2 0.00
H 2.33643 -0.82276 -6.10652 0.0 -0.2 -1.0 0.29
H 3.36698 -4.53661 2.09158 0.9 0.1 0.6 0.46
H -0.51689 4.02831 3.78985 0.1 0.1 0.7 0.33
H -3.57780 2.20905 -0.58420 0.0 1.3 -0.1 0.47
C 0.40477 4.38186 -3.32221 0.8 -0.5 -1.6 -1.42
H 3.00892 -3.11768 5.48485 -0.3 0.3 -0.2 0.27
O 2.88365 -2.88025 3.41521 0.2 -1.6 1.2 -0.39
H 1.57791 -0.04084 -0.72983 0.6 -0.3 0.4 0.22
O -5.46326 1.12825 2.71365 1.4 2.3 -0.6 -0.28
C -6.55047 0.87942 3.53577 -1.3 -0.9 0.3 -0.83
H -1.58305 -3.14890 -0.07024 -0.3 -0.2 -0.1 0.43
H -2.14638 -1.60990 -3.89499 -0.2 0.7 0.4 0.27
Hf 1.79282 3.60176 1.94160 -5.3 -10.3 1.7 1.39
H 2.13702 -2.51038 -0.94994 -0.1 -0.3 -0.2 0.06
H 3.07144 -4.64409 4.70106 0.3 0.0 -0.7 0.37
H 1.15468 -2.00987 -3.89343 -0.2 -0.3 -0.1 0.31
H -1.08918 1.05557 -0.37402 -0.5 0.5 0.7 0.03
C 1.78572 2.50138 -7.12260 -0.1 -0.5 -0.2 -0.87
H 0.23223 5.38384 -3.71511 -0.1 0.2 0.4 0.49
H -5.33260 2.54791 -0.08084 0.2 0.3 -1.0 0.38
O 1.86778 2.15760 3.90092 0.5 2.1 -3.1 -0.57
O 0.33695 2.19298 0.60558 2.7 3.5 2.7 0.17
H -1.00600 -0.95379 2.63820 -0.3 0.1 0.0 -0.23
C 2.83303 -2.74160 1.05897 1.0 0.3 -0.9 2.31
H 0.13020 -0.86955 -0.84426 -0.5 0.2 -0.1 0.57
C -1.48716 -3.06184 3.45930 0.3 -1.3 -1.4 -0.50
H 2.74927 2.00326 -7.01507 0.2 -0.1 0.2 0.35
H 1.94271 2.93349 -3.30360 0.5 -0.2 0.2 -0.40
H -2.93973 -2.67114 2.12341 -0.3 -1.3 -1.3 0.25
H -0.08848 -2.95039 0.72858 0.2 -0.1 0.5 -0.18
H 1.06300 1.76205 -7.46779 -0.1 0.0 0.2 0.26
H -1.07001 -4.43179 1.05267 0.1 0.1 0.0 0.52
H -2.37708 -1.79262 -5.60025 0.2 -0.1 -0.1 0.31
H 3.24587 -3.88811 -0.78502 0.3 0.3 0.1 0.48
N -1.71546 -1.21528 1.96858 1.6 3.8 0.1 -0.21
H -0.96572 -2.46900 -4.72877 0.4 0.0 -0.6 0.32
O -0.40240 3.81996 2.86264 3.2 1.2 -0.4 -0.44
C 0.42818 -0.01731 3.82164 1.9 1.3 0.2 0.05
H 2.75030 0.46893 -4.56060 0.0 0.1 -0.2 0.33
C 1.31463 -1.13015 -4.51681 0.1 0.6 1.2 0.33
H 3.34974 1.44223 0.34993 0.0 0.0 -0.7 0.30
C -4.34586 2.17107 0.18829 -2.0 -0.1 -0.9 -1.57
H 0.69228 -0.54957 0.75982 0.0 0.5 0.1 -0.86
H 0.09797 1.63524 -1.38647 0.6 0.1 -0.1 0.12
H 1.63859 -4.10816 -0.25564 -0.4 0.3 0.1 0.36
H 4.83890 -2.96608 0.99062 0.4 -0.2 -0.3 0.31
H -0.06103 0.34769 2.91856 0.0 0.2 0.3 -0.08
N 2.78806 4.85902 -3.05272 0.5 0.2 1.3 -0.58
H 0.16511 1.69055 4.96582 0.0 0.6 0.2 0.35
C 2.29186 3.82650 -5.19903 -1.3 -1.1 0.1 -1.00
N 4.19579 -2.20120 0.84408 0.0 0.1 -0.1 -0.70
O 3.20181 1.63561 1.27565 -0.5 2.1 0.1 -0.46
H 1.74704 -4.10677 2.14627 -0.6 0.0 0.6 0.26
C 0.61022 -0.10582 -0.23238 1.6 -0.8 -0.8 0.07
O 1.31674 3.01600 -5.88577 0.8 0.8 0.2 -0.30
H 1.53369 -3.82365 4.72099 -0.1 0.2 0.1 -0.10
H -7.46537 1.23108 3.05890 -0.2 0.4 0.2 0.33
H 2.43839 5.80363 -2.97827 -0.3 0.0 -0.2 0.26
H -4.51548 1.09673 0.11666 -0.1 -0.3 1.3 0.38
O -0.98092 -0.40894 -5.18301 0.9 0.1 0.5 -0.48
C -1.08901 -3.35587 0.87906 -1.4 0.7 0.8 -0.98
H -2.30975 -4.53308 5.65453 0.1 0.4 0.1 0.29
H 0.49622 0.83380 -4.75834 0.1 0.2 0.2 0.06
O -1.87322 -4.44857 3.60865 0.4 1.4 0.3 -0.36
H 1.22439 -0.71110 3.55180 -0.1 -0.3 -0.1 -0.01
C 0.16157 -0.12505 -4.36249 -0.6 -0.1 -1.2 0.23
H -6.71428 -0.19347 3.63668 0.4 -0.1 -0.2 0.25
H -6.45464 1.24575 4.55788 0.1 0.4 0.0 0.33
H 3.71075 4.93468 -3.45648 0.1 -0.3 -0.2 0.27
H 0.77220 -1.20312 -6.39754 -0.1 -0.2 -0.7 0.36
H 0.17082 4.27403 -2.26309 0.5 0.4 0.2 0.28
H 4.48926 -1.51845 1.52806 -0.3 0.0 0.4 0.25
H -3.87069 3.88413 1.41118 -0.2 0.1 0.0 0.17
H -0.56959 -4.70076 5.19051 0.0 -0.2 0.3 0.10
H -5.03290 3.03892 3.55102 0.5 -0.3 0.3 0.45
C 2.56823 -0.45840 -4.01746 0.4 0.3 0.9 -1.25
C 2.73650 -3.66245 2.25418 -1.2 0.1 -1.3 -0.82
H 2.22700 -1.86415 1.28459 -0.4 -0.1 0.0 -1.58
H -1.28236 -0.90698 1.10981 -0.4 -0.1 -0.4 0.12
N 1.59657 -1.47174 -5.87951 -0.4 0.1 -0.2 -0.63
H -1.26429 3.51751 2.57643 -1.7 -1.4 -1.2 0.27
H 3.43964 -1.09891 -4.15346 0.0 -0.1 0.1 0.41
H 3.23898 3.28699 -5.19772 0.3 -0.1 0.0 0.45
H -0.40218 -2.96270 3.49242 0.5 -0.1 0.6 -0.09
H 2.50210 -0.17769 -2.96630 0.1 -0.1 0.3 -0.09
C 2.42061 -3.35135 -0.31712 0.1 -0.1 0.9 -1.21
H -1.78638 -6.01103 4.92255 0.3 0.0 -0.1 0.28
H -0.33842 3.75095 -3.80978 0.2 -0.1 -0.3 0.33
C -4.03475 2.81190 1.51845 -1.6 -0.9 0.5 0.47
H -3.23073 1.27510 2.27880 0.4 -0.6 1.0 0.32
C -1.60158 -4.93684 4.93095 -0.4 0.0 -0.7 -0.54
N -2.84850 2.15418 1.96064 1.8 -0.2 1.3 -0.37
H 1.90247 3.21704 -7.93641 -0.1 0.5 0.2 0.34
```
Forces are in eV/Å.

As for the total charge: +2. As for the LUMO energy: -10.258 eV. The total energy is -53166.2266 eV. The value obtained for the highest occupied orbital energy is -12.85 eV.

Which formula does entry 5 have?
C24H69HfN5O9

Number 4 is which compound?
C10H15CaCl2N5O8